Below is a molecular structure, C14H10ClIN3O6Pt, with properties calculated with wB97M-V/def2-TZVPD.

Cartesian coordinates (Å):
Pt1 1.51 0.97 0.33
O1 -2.39 -0.33 4.39
C1 -2.27 -1.34 3.54
O2 -2.88 -2.36 3.65
C2 -1.32 -1.14 2.39
C3 -1.09 -2.06 1.36
Cl1 -1.87 -3.52 1.05
N1 -0.13 -1.57 0.54
N2 0.23 -0.37 1.01
C4 -0.44 -0.10 2.10
C5 -0.12 1.23 2.67
O3 -0.62 1.64 3.69
O4 0.72 1.94 1.93
C6 0.57 -2.09 -0.60
C7 0.86 -3.43 -0.71
C8 1.56 -3.88 -1.82
C9 1.99 -3.00 -2.80
C10 1.71 -1.65 -2.67
C11 0.98 -1.19 -1.58
H1 -1.80 0.43 4.19
H2 0.58 -4.12 0.08
H3 1.78 -4.94 -1.91
H4 2.52 -3.37 -3.67
H5 2.04 -0.95 -3.43
H6 0.65 -0.15 -1.58
N3 -1.11 3.32 -2.68
C12 -0.63 2.89 -1.51
O5 -0.02 1.81 -1.44
C13 -0.91 3.73 -0.31
I1 -2.74 3.03 0.54
H7 -1.01 2.75 -3.50
H8 -1.64 4.17 -2.75
H9 -1.04 4.78 -0.55
H10 -0.16 3.59 0.46
O6 3.65 3.02 -0.34
C14 2.85 2.28 -0.08

Computed properties:
Frontier orbital gap (alpha / beta) = 6.85 / 6.85 eV
HOMO level (alpha / beta) = -12.721 / -12.721 eV
Net charge = +1
Energy relative to the best compared isomer or geometry (same formula, charge and spin) = 14.25 kcal/mol